Below is a 2-piece molecular cluster, C17H27N2O overall, with properties calculated with ωB97M-V with the def2-TZVPD basis set.

Output
Net charge ... +1
LUMO level ... -4.957 eV
Multiplicity ... 1
HOMO level ... -11.83 eV
Largest force on an atom ... 3.45 eV/A
Energy relative to the best compared isomer or geometry (same formula, charge and spin) ... 51.5 kcal/mol
E_tot ... -848.46883 Eh

XYZ file:
```
47
Properties=species:S:1:pos:R:3:forces:R:3
C 4.765436 2.686642 0.562018 0.07 -0.02 0.01
C 4.612310 1.537498 -0.454396 -0.08 0.34 -0.02
C 3.512586 0.553525 -0.029451 0.05 -0.36 -0.13
N 2.249884 1.262380 0.260238 -2.36 -1.11 -0.65
C 1.033907 0.806615 -0.174239 3.04 0.79 1.43
C -0.135372 1.532286 -0.013582 -1.72 0.33 0.09
C -1.408908 0.994049 -0.027227 1.56 0.45 0.13
C -2.597781 1.724037 0.276291 -0.80 0.52 0.16
C -3.776523 1.022959 0.591884 0.64 0.03 -0.17
C -4.924275 1.693774 0.939070 -0.31 -0.10 0.12
C -4.947853 3.076497 0.964466 -0.01 -0.09 0.03
C -3.803395 3.791315 0.653006 0.14 0.18 -0.06
C -2.641603 3.133875 0.318891 0.10 -0.44 -0.06
C 2.387828 2.325976 1.280468 -0.18 0.55 -0.17
C 3.414285 3.368013 0.837778 0.25 -0.01 -0.20
H 5.168943 2.288246 1.501514 -0.10 -0.01 -0.05
H 5.507933 3.419192 0.215469 -0.28 -0.21 -0.04
H 4.360400 1.949642 -1.438500 -0.07 -0.01 0.11
H 5.565515 1.009250 -0.592854 -0.33 -0.02 0.19
H 3.325325 -0.202044 -0.799890 -0.03 0.25 0.05
H 3.806531 0.005527 0.870495 0.03 0.15 0.10
H 0.987041 -0.193358 -0.568646 0.34 -0.24 -0.43
H -0.039742 2.582067 0.194732 0.01 0.19 0.11
H -1.510577 -0.065587 -0.179059 -0.08 -0.42 -0.14
H -3.752754 -0.053772 0.594043 -0.07 -0.25 -0.05
H -5.807885 1.137454 1.202403 -0.15 -0.09 0.01
H -5.853880 3.595729 1.232363 -0.11 0.06 0.03
H -3.826093 4.868404 0.671656 0.04 0.15 -0.01
H -1.765771 3.705017 0.065451 0.14 0.16 -0.05
H 1.416657 2.777462 1.501971 0.23 -0.15 -0.19
H 2.709733 1.847181 2.211397 0.09 -0.16 -0.14
H 3.513426 4.162805 1.589410 -0.04 -0.36 -0.03
H 3.057659 3.867021 -0.071652 -0.01 -0.12 0.05
C -0.270924 -5.858663 -2.225777 -0.10 -0.15 0.39
C -1.303782 -5.216337 -1.309727 -0.46 0.41 0.17
O -1.727478 -6.128919 -0.305376 0.06 0.18 0.63
C -0.776551 -3.939086 -0.647252 0.56 -0.08 -0.37
N -1.785272 -3.346108 0.205188 -0.40 0.13 0.38
H 0.015828 -5.201362 -3.048206 -0.16 0.06 0.05
H 0.626855 -6.098711 -1.657874 0.08 -0.02 0.08
H -0.650189 -6.792546 -2.639723 -0.07 0.07 0.00
H -2.207163 -4.964311 -1.888566 0.19 0.19 -0.20
H -2.137072 -5.620321 0.434698 0.46 -0.36 -0.87
H 0.086463 -4.213806 -0.032081 -0.07 -0.03 0.03
H -0.414447 -3.225247 -1.399018 0.03 -0.21 -0.28
H -1.451776 -2.503339 0.659265 -0.02 -0.19 0.08
H -2.607481 -3.100923 -0.331066 -0.09 0.03 -0.07
```
Forces are in eV/Å.

Below is C11H19Cl3HfO4S as an isolated structure, with properties calculated with ωB97M-V with the def2-TZVPD basis set.

Output
Net charge ... -2
LUMO level ... 4.714 eV
Multiplicity ... 1
HOMO level ... 0.24 eV
Largest force on an atom ... 2.95 eV/A
Energy relative to the best compared isomer or geometry (same formula, charge and spin) ... 44.1 kcal/mol
E_tot ... -2558.50193 Eh

XYZ file:
```
39
Properties=species:S:1:pos:R:3:forces:R:3
C -0.559136 0.803313 -2.223158 0.56 -1.16 0.26
C -1.394622 -0.345700 -2.087884 1.30 0.01 0.10
C -0.564167 -1.478319 -1.844704 0.44 0.98 -0.05
C -2.879402 -0.372016 -2.236027 -0.12 0.02 0.04
C 0.808814 -1.026009 -1.793995 -0.99 0.33 -0.25
C 0.810618 0.390596 -2.024646 -1.05 -0.42 -0.38
C 2.022732 1.223863 -2.299406 0.08 0.18 0.17
C -1.041089 2.155550 -2.625741 -0.04 0.26 0.23
C -1.053324 -2.888702 -1.799273 -0.09 -0.16 0.20
C 2.014538 -1.913380 -1.804694 0.08 -0.12 0.14
Hf -0.034039 -0.007687 0.444372 -0.18 0.67 -2.87
Cl -2.331230 0.195585 0.860020 -1.14 -0.10 0.21
Cl 0.225335 2.334222 0.371343 0.16 0.69 0.20
Cl 0.286092 -2.326715 0.975415 0.31 -1.44 0.87
H -3.316545 0.587420 -1.923612 0.05 -0.32 -0.06
H -3.317411 -1.170400 -1.619137 0.05 0.27 -0.16
H -3.159057 -0.554843 -3.285149 -0.02 0.03 0.14
H -1.929815 -2.961189 -1.134917 0.26 -0.15 -0.16
H -0.275373 -3.559570 -1.413544 -0.28 0.13 -0.09
H -1.355928 -3.239983 -2.800029 0.06 0.07 0.16
H 1.873077 -2.749653 -1.106828 0.17 0.18 -0.18
H 2.906556 -1.348284 -1.501932 -0.14 -0.25 -0.06
H 2.197869 -2.329691 -2.810281 -0.02 0.13 0.19
H 2.891221 0.817368 -1.761199 -0.16 0.34 -0.14
H 1.870432 2.262510 -1.975955 0.26 -0.24 0.10
H 2.263890 1.226234 -3.377481 -0.08 -0.06 0.23
H -1.925504 2.430545 -2.027700 0.30 0.10 -0.18
H -1.332177 2.169375 -3.690429 0.08 -0.02 0.22
H -0.258617 2.909519 -2.466333 -0.31 -0.14 0.02
O 2.811380 4.220901 0.238731 1.07 0.19 0.08
H 3.752744 4.267342 0.523156 -0.79 -0.02 -0.26
C 1.213147 -0.009067 4.837991 -0.20 -0.01 -0.17
S 0.187523 0.423718 3.472201 0.17 0.03 -1.70
O -0.883438 -0.552457 3.397811 0.38 0.28 0.61
O -0.179901 1.802229 3.640343 0.10 -0.22 0.30
O 1.088368 0.228255 2.208633 -0.85 0.14 1.96
H 0.659891 0.376174 5.695412 0.22 -0.14 0.06
H 2.176640 0.469889 4.723429 0.14 0.07 0.07
H 1.274409 -1.089744 4.841296 0.19 -0.15 0.14
```
Forces are in eV/Å.

Below is a 2-piece molecular cluster, C5H10N2O3S overall, with properties calculated with ωB97M-V with the def2-TZVPD basis set.

Output
Net charge ... 0
LUMO level ... -1.109 eV
Multiplicity ... 1
HOMO level ... -10.10 eV
Largest force on an atom ... 3.57 eV/A
Energy relative to the best compared isomer or geometry (same formula, charge and spin) ... 98.0 kcal/mol
E_tot ... -929.83758 Eh

XYZ file:
```
21
Properties=species:S:1:pos:R:3:forces:R:3
C 0.800419 0.927735 1.893739 0.26 -0.56 2.04
C 1.245071 1.639348 0.675792 -2.00 2.91 0.54
C -0.355388 0.126093 0.281591 0.88 1.23 -0.95
C 0.431130 -3.103157 0.084457 0.62 0.54 1.20
C 0.211696 1.507698 -1.645139 -2.82 1.30 1.12
N -0.058855 0.010544 1.629504 -0.25 0.05 0.70
N 0.443192 1.009560 -0.308799 -0.80 -2.17 0.16
O -2.175634 1.287414 0.152905 -0.89 -0.89 -0.67
O -2.014629 -0.208599 -1.810264 -0.22 -0.44 0.25
O -2.669288 -1.115156 0.395136 -0.02 -0.19 -0.36
S -2.040429 -0.093146 -0.376011 -0.10 1.20 1.43
H 1.051367 1.142707 3.000122 0.00 -0.32 -2.13
H 0.831955 2.749121 0.777385 0.95 -1.88 -0.17
H 2.264359 1.664352 0.406756 1.34 0.08 0.08
H -0.447895 -2.636054 -0.347892 0.23 0.58 0.02
H 1.106847 -3.459737 -0.674608 0.12 -0.21 -0.27
H 1.022594 -2.527906 0.856885 -0.84 -0.01 -1.12
H -0.359756 2.518651 -1.480390 0.86 -1.81 -0.68
H 1.150552 1.707888 -2.036802 1.58 0.24 -1.38
H -0.467133 0.755407 -2.144575 1.23 1.26 0.06
H 0.029818 -3.902772 0.670208 -0.13 -0.91 0.14
```
Forces are in eV/Å.

Below is a 2-piece molecular cluster, C24H29ClN4O3 overall, with properties calculated with ωB97M-V with the def2-TZVPD basis set.

Output
Net charge ... 0
LUMO level ... 0.240 eV
Multiplicity ... 1
HOMO level ... -8.22 eV
Largest force on an atom ... 2.21 eV/A
Energy relative to the best compared isomer or geometry (same formula, charge and spin) ... 12.3 kcal/mol
Structure (SMILES) ... NC(=O)c1[nH]c2ccc(Cl)cc2c1-c1ccccc1.CC[C@H](C)[C@H](NC(C)=O)C(=O)NC
E_tot ... -1836.96256 Eh

XYZ file:
```
61
Properties=species:S:1:pos:R:3:forces:R:3
O 1.341759 -3.218951 2.799868 1.14 -0.05 0.11
O 0.013270 -0.672026 -5.427508 -0.03 -0.15 0.36
O -1.754642 -2.361892 -0.916950 0.83 0.12 0.09
Cl 3.687613 4.981390 2.076257 -0.02 -0.27 0.01
C 0.739012 -2.158520 2.798330 -0.43 -2.08 -0.62
C -0.721182 0.142404 -4.888520 0.73 -0.31 -1.60
C -1.960519 -1.700546 -1.924954 0.62 -0.02 0.69
C 1.015813 0.406213 2.812153 0.67 -0.01 -0.28
C 1.456811 -0.893291 2.639617 0.31 2.11 0.05
C -2.840050 1.678411 4.164597 0.29 -0.10 -0.12
C -2.347363 2.126994 2.935081 0.30 -0.25 0.28
C -2.066296 0.823343 4.954547 0.22 0.07 -0.42
C 4.563741 2.422963 1.698919 -0.06 -0.72 -0.02
C -1.079711 1.723033 2.499077 -0.36 0.05 0.31
C -0.806357 0.409951 4.508883 -0.42 0.29 0.02
C 2.276481 2.675265 2.472093 0.50 0.73 -0.15
C 4.421599 1.029250 1.701628 0.29 0.54 -0.06
C 3.495866 3.247212 2.083359 -0.92 -0.90 0.27
C -0.303466 0.851526 3.276080 -0.45 0.12 0.25
C 2.130987 1.284078 2.463082 -0.89 0.13 0.27
C 3.201230 0.476451 2.092119 -0.12 -0.73 0.05
N -0.623323 -2.240047 2.838978 -0.14 1.54 -0.11
N 2.781939 -0.836068 2.213725 0.37 -0.77 -0.11
N -3.245241 -1.586587 -2.295581 -1.12 0.57 -1.10
N -1.154293 0.027219 -3.632827 -0.72 -0.47 1.64
C -1.202263 1.349763 -5.659407 0.05 -0.07 0.09
C -3.848808 -1.045267 -3.514410 0.38 -0.08 0.12
C 1.742710 -2.762346 -1.889597 -0.22 0.34 0.29
C -0.035467 0.548732 -0.853988 0.05 -0.35 -0.41
C 1.192660 -1.618693 -1.032118 -0.11 -0.33 -0.50
C 0.408774 -0.554157 -1.832660 -0.07 -0.07 1.17
C -0.777036 -1.057870 -2.706994 0.17 0.20 -0.25
H -3.820370 1.995518 4.508732 0.13 -0.03 -0.06
H -2.946511 2.794226 2.322393 0.10 -0.08 0.06
H -2.441587 0.476419 5.913121 0.06 0.05 -0.14
H 5.505712 2.874376 1.403172 -0.13 -0.10 0.03
H -0.698481 2.082913 1.548459 0.00 -0.08 0.07
H -0.210816 -0.257995 5.124913 -0.04 0.09 -0.12
H 1.453800 3.309382 2.785061 0.07 -0.01 -0.05
H 5.249220 0.389919 1.410167 -0.04 0.14 0.02
H -1.142022 -1.404019 2.585598 -0.13 -0.49 0.09
H -1.008734 -3.152789 2.619020 0.21 0.39 0.07
H 3.353025 -1.659108 2.017369 -0.52 0.42 0.17
H -3.871706 -2.051879 -1.656017 0.20 -0.05 0.01
H -1.756096 0.749586 -3.276816 0.09 0.07 0.03
H -2.289949 1.359079 -5.681704 -0.12 0.19 0.01
H -0.827282 2.254504 -5.184918 -0.12 0.17 -0.01
H -0.818571 1.288543 -6.677499 -0.04 -0.02 0.18
H -3.851440 0.045175 -3.484769 -0.14 -0.02 -0.21
H -3.302295 -1.392562 -4.394329 -0.15 0.14 0.03
H -4.881154 -1.391081 -3.592408 0.16 -0.02 0.12
H 2.379559 -3.399224 -1.275509 0.00 -0.09 -0.10
H 0.926297 -3.366298 -2.283765 0.08 -0.12 -0.09
H 2.332223 -2.359747 -2.713267 0.03 -0.12 -0.12
H 0.833754 0.937964 -0.321479 -0.04 0.03 0.04
H -0.502582 1.372497 -1.390817 -0.09 0.19 0.06
H -0.737941 0.141705 -0.126201 -0.04 0.02 0.07
H 2.044461 -1.127668 -0.560878 -0.01 0.27 0.06
H 0.580670 -2.035648 -0.234741 -0.13 0.08 0.03
H 1.134590 -0.103246 -2.512386 -0.17 -0.08 -0.36
H -0.390024 -1.868477 -3.323378 -0.01 -0.01 -0.23
```
Forces are in eV/Å.

Below is a 2-piece molecular cluster, C2H2O overall, with properties calculated with ωB97M-V with the def2-TZVPD basis set.

Output
Net charge ... 0
LUMO level (alpha / beta) ... -0.898 / -0.842 eV
Multiplicity ... 1
HOMO level (alpha / beta) ... -9.58 / -9.42 eV
Largest force on an atom ... 2.96 eV/A
Energy relative to the best compared isomer or geometry (same formula, charge and spin) ... 87.8 kcal/mol
E_tot ... -152.46312 Eh

XYZ file:
```
5
Properties=species:S:1:pos:R:3:forces:R:3
C -1.189639 -0.876002 -2.103945 0.44 -0.63 -2.58
C 0.428185 0.037257 -0.335716 1.07 0.31 -2.29
O -1.070082 -1.100047 -3.225725 -0.30 0.63 2.87
H -0.256771 0.592913 0.215146 -1.67 1.24 1.05
H 0.778061 -0.715231 0.310429 0.46 -1.55 0.94
```
Forces are in eV/Å.

Below is a 13-piece molecular cluster, H26O13 overall, with properties calculated with ωB97M-V with the def2-TZVPD basis set.

Output
Net charge ... 0
LUMO level ... -0.238 eV
Multiplicity ... 1
HOMO level ... -9.47 eV
Largest force on an atom ... 2.86 eV/A
Energy relative to the best compared isomer or geometry (same formula, charge and spin) ... 45.2 kcal/mol
E_tot ... -993.70123 Eh

XYZ file:
```
39
Properties=species:S:1:pos:R:3:forces:R:3
O -16.376591 1.318066 -14.892696 -0.61 0.54 -0.06
H -16.936995 1.501400 -15.695007 0.57 0.23 1.43
H -16.148408 2.135342 -14.373145 -0.35 -0.74 -0.79
O -15.923985 3.021415 -12.802489 -0.75 -1.22 2.47
H -16.405516 3.817844 -13.012102 -0.66 0.44 -0.18
H -16.226990 2.747287 -11.865648 0.72 0.62 -2.22
O -18.879180 1.401059 -13.628202 -0.74 -0.71 -0.55
H -18.790319 2.182033 -13.116936 -0.05 1.21 0.74
H -18.075097 1.363873 -14.156864 0.45 0.02 -0.51
O -18.400890 3.847823 -16.648962 0.56 0.86 0.81
H -18.770586 4.040140 -17.487955 -0.48 0.79 -1.36
H -18.624858 2.928076 -16.576700 0.19 -1.20 0.45
O -18.413870 1.147273 -16.642644 -1.35 0.30 0.05
H -19.308893 0.923448 -16.945052 0.37 -0.04 0.30
H -17.824351 0.669205 -17.231388 0.68 -0.99 -0.74
O -13.359343 3.684878 -15.373277 1.85 -0.50 -0.31
H -13.337377 2.894654 -14.825715 -0.06 -0.24 -0.16
H -14.255906 3.955602 -15.436520 -1.09 0.54 0.15
O -15.859555 4.690469 -15.329536 -1.62 0.56 -1.23
H -16.409686 4.659564 -16.156854 0.40 -0.53 0.99
H -16.062269 5.595411 -15.054894 0.55 -0.03 0.33
O -14.937949 1.408649 -17.059701 0.13 -0.23 -0.59
H -15.370169 2.224282 -17.307845 0.19 0.49 -0.35
H -15.190535 1.329672 -16.127535 0.34 -0.19 0.27
O -16.613462 -0.584421 -17.836951 -0.72 -0.24 -0.20
H -16.543886 -1.246840 -17.126426 0.32 0.58 -0.10
H -15.874524 0.050063 -17.786253 0.29 -0.26 0.45
O -13.548141 1.119915 -14.033790 0.10 0.08 0.32
H -13.786796 0.284484 -14.434217 0.03 -0.30 -0.34
H -14.146105 1.167919 -13.284478 -0.08 0.10 0.20
O -14.112715 5.087007 -13.070820 -0.83 0.13 0.61
H -13.291915 4.634217 -12.838292 -0.35 -0.05 -0.27
H -14.844485 4.431789 -12.990810 1.79 0.55 0.01
O -17.605967 -0.448104 -12.313405 0.24 -1.39 0.63
H -18.180555 -1.213934 -12.080070 0.51 1.21 -0.37
H -18.112866 0.244776 -12.764006 -0.69 -0.29 0.26
O -16.805065 -1.879260 -14.868743 0.34 -0.63 -0.78
H -17.355619 -1.196043 -14.501198 -0.19 0.59 0.57
H -17.410365 -2.590071 -15.100228 0.01 -0.07 0.07
```
Forces are in eV/Å.